1.
Formula: C27H54O27
Source: the OMol25 dataset
Level of theory: the ωB97M-V functional and the def2-TZVPD basis

```
! RIJCOSX wB97M-V def2-TZVPD def2/J DEFGRID3
* xyz 0 1
C -0.926 -23.957 -20.364
O 0.032 -25.006 -20.183
C -0.257 -26.146 -19.535
O -1.354 -26.575 -19.283
O 0.968 -26.788 -19.233
C 0.938 -28.075 -18.621
H -1.751 -24.187 -21.039
H -0.442 -23.120 -20.867
H -1.473 -23.734 -19.448
H 0.276 -28.122 -17.757
H 1.860 -28.122 -18.042
H 0.771 -28.947 -19.253
C 1.203 -29.703 -15.119
O 0.986 -30.837 -14.268
C 0.395 -31.896 -14.750
O -0.022 -32.079 -15.909
O 0.546 -32.820 -13.711
C 0.087 -34.218 -13.893
H 0.505 -28.928 -14.802
H 1.134 -29.875 -16.193
H 2.224 -29.365 -14.943
H 0.005 -34.681 -12.910
H 0.829 -34.748 -14.491
H -0.891 -34.152 -14.369
C -5.930 -33.031 -15.885
O -6.452 -32.256 -16.944
C -6.289 -30.928 -16.933
O -5.821 -30.289 -15.996
O -6.640 -30.405 -18.092
C -6.459 -29.011 -18.368
H -5.551 -33.905 -16.415
H -6.813 -33.388 -15.356
H -5.159 -32.524 -15.304
H -7.481 -28.636 -18.325
H -5.982 -28.821 -19.330
H -5.948 -28.497 -17.555
C -6.846 -37.639 -14.731
O -5.963 -36.490 -14.901
C -4.688 -36.647 -15.292
O -4.095 -37.740 -15.262
O -4.110 -35.474 -15.597
C -2.767 -35.228 -16.120
H -7.813 -37.220 -14.453
H -6.518 -38.142 -13.821
H -6.909 -38.341 -15.563
H -2.839 -35.094 -17.199
H -2.184 -36.067 -15.739
H -2.568 -34.178 -15.906
C 1.390 -22.877 -17.950
O 2.442 -23.120 -18.860
C 2.548 -22.377 -19.961
O 1.765 -21.495 -20.268
O 3.458 -22.925 -20.773
C 3.526 -22.677 -22.202
H 1.434 -21.972 -17.344
H 1.297 -23.693 -17.234
H 0.408 -22.775 -18.413
H 3.641 -21.600 -22.324
H 2.675 -22.897 -22.847
H 4.447 -23.093 -22.609
C -2.600 -30.460 -14.952
O -2.108 -29.356 -15.691
C -1.986 -28.140 -15.124
O -2.185 -27.853 -13.924
O -1.621 -27.276 -16.037
C -1.487 -25.871 -15.717
H -3.620 -30.237 -14.640
H -1.923 -30.815 -14.175
H -2.627 -31.375 -15.545
H -2.419 -25.458 -15.332
H -1.108 -25.335 -16.587
H -0.799 -25.593 -14.918
C -0.858 -27.322 -11.367
O 0.477 -27.203 -11.053
C 1.386 -27.198 -12.095
O 1.168 -27.047 -13.287
O 2.636 -27.401 -11.574
C 3.700 -27.624 -12.503
H -1.239 -28.333 -11.509
H -1.157 -26.701 -12.212
H -1.318 -26.892 -10.476
H 4.066 -26.718 -12.986
H 3.517 -28.417 -13.228
H 4.592 -28.011 -12.010
C 0.257 -23.728 -13.222
O -0.890 -23.647 -12.335
C -1.404 -22.446 -11.856
O -0.998 -21.287 -11.968
O -2.509 -22.833 -11.219
C -3.264 -21.934 -10.556
H 0.072 -23.008 -14.019
H 0.381 -24.761 -13.548
H 1.159 -23.358 -12.735
H -3.529 -21.101 -11.207
H -2.706 -21.551 -9.701
H -4.243 -22.308 -10.256
C -4.848 -30.446 -11.654
O -4.242 -31.603 -12.315
C -4.047 -32.814 -11.725
O -3.987 -32.913 -10.523
O -3.943 -33.739 -12.717
C -3.497 -35.016 -12.383
H -4.174 -29.600 -11.792
H -4.914 -30.507 -10.568
H -5.805 -30.072 -12.018
H -3.365 -35.571 -13.312
H -4.341 -35.382 -11.799
H -2.636 -34.983 -11.715
*
```

Computed properties:
gap between HOMO and LUMO = 10.97 eV
DFT total energy = -3092.56032 hartree
SMILES = COC(=O)OC.COC(=O)OC.COC(=O)OC.COC(=O)OC.COC(=O)OC.COC(=O)OC.COC(=O)OC.COC(=O)OC.COC(=O)OC
relative energy (zero: lowest compared OMol25 entry of this formula, charge and spin) = 106.0 kcal per mole

=====

2.
Formula: C27H55N7NbO2
Source: the OMol25 dataset
Level of theory: the ωB97M-V functional and the def2-TZVPD basis

```
! RIJCOSX wB97M-V def2-TZVPD def2/J DEFGRID3
* xyz -1 1
C 0.934 -2.682 2.531
O 0.704 -1.322 2.837
C 0.375 -0.530 1.710
C -0.652 0.547 2.157
C -2.095 0.296 1.640
Nb -3.234 -1.509 2.562
N -3.868 -0.250 4.199
N -2.548 -2.749 0.999
C -5.100 -0.808 1.455
C -5.941 -2.026 0.917
C -6.795 -2.740 2.007
O -5.534 -3.298 1.343
H 0.496 -3.007 1.580
H 2.029 -2.847 2.503
H 0.484 -3.311 3.308
H -0.015 -1.099 0.856
H 1.276 0.008 1.352
H -0.287 1.492 1.696
H -0.610 0.710 3.237
H -2.137 0.162 0.546
H -2.692 1.157 1.954
H -4.092 -2.893 3.432
H -1.789 -1.932 3.622
H -4.870 -0.093 4.082
H -3.831 -0.825 5.041
H -1.924 -2.178 0.428
H -3.268 -3.054 0.346
H -5.821 -0.225 2.040
H -4.850 -0.310 0.505
H -6.391 -1.936 -0.075
H -6.352 -2.886 2.995
H -7.519 -3.461 1.629
C 5.872 -3.387 0.455
C 5.908 -1.895 0.141
C 4.587 -1.189 0.455
C 3.493 -1.762 -0.344
N 2.646 -2.206 -0.968
H 5.128 -3.906 -0.152
H 6.840 -3.844 0.244
H 5.637 -3.561 1.507
H 6.156 -1.758 -0.914
H 6.706 -1.427 0.721
H 4.663 -0.125 0.229
H 4.338 -1.291 1.513
C 1.418 -3.233 -3.540
C 0.738 -4.099 -4.596
C -0.147 -3.295 -5.554
C -1.226 -2.608 -4.822
N -2.062 -2.076 -4.255
H 0.692 -2.744 -2.891
H 2.058 -3.840 -2.904
H 2.037 -2.462 -4.005
H 0.139 -4.864 -4.096
H 1.502 -4.620 -5.179
H -0.598 -3.955 -6.296
H 0.447 -2.547 -6.083
C -3.061 5.197 3.437
C -4.478 5.042 3.975
C -4.826 3.561 4.143
C -4.753 2.913 2.822
N -4.696 2.453 1.778
H -2.960 4.737 2.455
H -2.798 6.251 3.334
H -2.335 4.731 4.107
H -5.191 5.518 3.297
H -4.562 5.559 4.934
H -5.833 3.433 4.544
H -4.129 3.077 4.828
C 1.555 2.555 -1.465
C 0.484 1.508 -1.184
C -0.931 2.092 -1.138
C -1.036 3.096 -0.068
N -1.122 3.842 0.792
H 1.594 3.312 -0.680
H 2.539 2.088 -1.530
H 1.366 3.060 -2.418
H 0.707 1.016 -0.234
H 0.524 0.739 -1.959
H -1.658 1.301 -0.945
H -1.187 2.562 -2.090
C 5.697 3.828 -3.194
C 6.120 2.750 -4.186
C 5.036 1.691 -4.411
C 4.719 1.005 -3.148
N 4.484 0.465 -2.171
H 5.508 3.410 -2.204
H 6.484 4.575 -3.086
H 4.791 4.337 -3.530
H 7.033 2.270 -3.825
H 6.360 3.218 -5.143
H 5.375 0.950 -5.135
H 4.126 2.151 -4.799
*
```

Computed properties:
gap between HOMO and LUMO = 5.31 eV
DFT total energy = -1652.24750 hartree

=====

3.
Formula: C27H56BrN3Si2
Source: the OMol25 dataset
Level of theory: the ωB97M-V functional and the def2-TZVPD basis

```
! RIJCOSX wB97M-V def2-TZVPD def2/J DEFGRID3
* xyz 0 1
C 6.753 -2.712 -2.659
C 5.315 -2.919 -2.060
C 5.097 -1.905 -0.912
C 3.608 -1.620 -0.678
N 2.897 -1.226 -1.902
C 1.613 -0.687 -1.653
C 1.416 0.556 -1.032
C 2.483 1.522 -0.543
C 3.722 1.680 -1.439
C 3.407 2.030 -2.924
C 3.584 3.568 -3.081
C 4.507 1.387 -3.829
C 0.127 0.936 -0.808
N -0.920 0.185 -1.142
C -2.264 0.695 -0.790
C -3.375 0.397 -1.826
C -3.914 1.729 -2.474
C -3.966 1.530 -4.011
C -0.722 -0.992 -1.726
C 0.511 -1.474 -2.014
C 0.701 -2.829 -2.673
Br 1.687 -2.515 -4.354
C -0.641 -3.493 -3.031
C -0.500 -4.799 -3.809
H 7.141 -1.732 -2.379
H 7.405 -3.474 -2.227
H 6.678 -2.807 -3.742
H 5.237 -3.909 -1.606
H 4.596 -2.797 -2.871
H 5.468 -2.332 0.025
H 5.631 -0.960 -1.053
H 3.096 -2.505 -0.278
H 3.532 -0.871 0.128
H 3.455 -0.639 -2.511
H 2.796 1.304 0.482
H 1.999 2.506 -0.501
H 4.295 2.515 -1.024
H 4.388 0.821 -1.389
H 2.419 1.701 -3.257
H 2.749 4.138 -2.668
H 3.678 3.765 -4.154
H 4.543 3.867 -2.651
H 5.302 0.909 -3.247
H 4.099 0.645 -4.525
H 5.000 2.139 -4.450
H -0.070 1.886 -0.324
H -2.543 0.172 0.133
H -2.240 1.746 -0.516
H -4.215 -0.024 -1.273
H -3.065 -0.273 -2.628
H -3.233 2.544 -2.218
H -4.909 1.905 -2.065
H -4.712 0.761 -4.225
H -4.192 2.486 -4.483
H -3.002 1.124 -4.330
H -1.613 -1.561 -1.944
H 1.253 -3.493 -2.007
H -1.178 -3.618 -2.081
H -1.236 -2.810 -3.649
H -0.027 -4.647 -4.777
H -0.013 -5.588 -3.231
H -1.510 -5.166 -4.024
C -5.135 -0.101 7.640
Si -4.104 0.887 6.400
C -2.745 1.741 7.405
C -5.252 2.229 5.712
N -3.507 -0.157 5.217
Si -2.550 0.316 3.937
C -0.890 1.064 4.463
C -3.410 1.545 2.777
C -2.129 -1.201 2.868
H -5.536 0.556 8.420
H -5.975 -0.588 7.139
H -4.524 -0.869 8.121
H -3.171 2.238 8.285
H -2.229 2.508 6.823
H -2.010 1.013 7.753
H -6.011 1.788 5.062
H -4.703 2.985 5.147
H -5.769 2.749 6.527
H -1.013 2.055 4.901
H -0.219 1.174 3.597
H -0.394 0.418 5.189
H -4.405 1.187 2.504
H -2.824 1.666 1.853
H -3.505 2.532 3.229
H -3.040 -1.661 2.476
H -1.580 -1.942 3.450
H -1.498 -0.906 2.012
*
```

Computed properties:
gap between HOMO and LUMO = 3.73 eV
DFT total energy = -4379.61678 hartree

=====

4.
Formula: C27H56Cl30N2O5P
Source: the OMol25 dataset
Level of theory: the ωB97M-V functional and the def2-TZVPD basis

```
! RIJCOSX wB97M-V def2-TZVPD def2/J DEFGRID3
* xyz -1 1
C -1.945 -0.595 2.877
C -2.640 -1.817 2.130
C -3.658 -1.373 0.962
N -3.203 -1.745 -0.395
C -3.558 -3.127 -0.786
N -4.053 -3.982 0.309
C -2.241 -3.749 -1.497
C -0.930 -3.455 -0.654
C 0.401 -4.081 -1.332
P 1.817 -3.585 -0.162
O 1.229 -2.838 1.046
O 2.586 -5.021 0.263
C 3.309 -4.917 1.510
C 4.724 -4.187 1.309
O 2.815 -2.471 -0.965
C 2.240 -1.127 -0.816
C 2.692 -0.241 -2.079
C -4.679 -3.147 -1.941
O -4.477 -2.538 -3.041
O -5.835 -3.830 -1.810
H -2.411 0.402 2.627
H -0.819 -0.532 2.692
H -2.037 -0.806 3.996
H -3.268 -2.433 2.870
H -1.824 -2.505 1.764
H -4.732 -1.662 1.194
H -3.650 -0.228 0.995
H -3.463 -1.055 -1.103
H -4.456 -4.859 -0.035
H -3.239 -4.268 0.878
H -2.102 -3.225 -2.503
H -2.395 -4.870 -1.640
H -0.719 -2.341 -0.573
H -1.022 -3.946 0.359
H 0.294 -5.203 -1.363
H 0.510 -3.612 -2.355
H 2.738 -4.403 2.340
H 3.498 -5.979 1.878
H 4.630 -3.293 0.627
H 5.099 -3.865 2.324
H 5.418 -4.941 0.824
H 2.526 -0.662 0.169
H 1.106 -1.147 -0.857
H 3.791 -0.397 -2.330
H 2.586 0.866 -1.846
H 2.051 -0.538 -2.970
C -6.410 -4.330 3.174
Cl -5.491 -5.585 4.017
Cl -5.815 -2.717 3.580
H -6.311 -4.479 2.100
H -7.456 -4.403 3.464
C 8.346 -5.780 1.007
Cl 7.541 -5.614 -0.558
Cl 8.547 -4.211 1.796
H 7.744 -6.422 1.647
H 9.326 -6.226 0.854
C -1.493 -0.435 7.115
Cl -2.978 -0.879 6.264
Cl -0.079 -1.203 6.383
H -1.370 0.645 7.071
H -1.573 -0.755 8.151
C -2.989 3.520 3.318
Cl -1.940 2.710 4.486
Cl -2.586 3.056 1.661
H -4.022 3.244 3.519
H -2.868 4.595 3.421
C 0.556 4.484 6.966
Cl -0.313 5.275 5.643
Cl 0.618 2.731 6.738
H 1.572 4.871 7.002
H 0.044 4.700 7.902
C 4.065 -3.778 -4.060
Cl 2.417 -4.412 -4.084
Cl 4.312 -2.600 -5.352
H 4.243 -3.294 -3.101
H 4.762 -4.602 -4.194
C 4.489 -1.324 -9.299
Cl 4.931 -0.241 -7.975
Cl 5.709 -1.306 -10.579
H 4.399 -2.336 -8.912
H 3.537 -1.001 -9.715
C -2.311 4.976 9.714
Cl -3.284 4.419 11.079
Cl -0.581 4.828 10.055
H -2.551 4.373 8.840
H -2.543 6.020 9.517
C 2.713 2.389 -5.971
Cl 1.750 1.885 -4.576
Cl 4.441 2.214 -5.654
H 2.444 1.772 -6.826
H 2.501 3.433 -6.187
C -0.949 -8.071 -0.931
Cl -2.028 -6.747 -0.480
Cl -1.736 -9.643 -0.730
H -0.662 -7.952 -1.974
H -0.065 -8.037 -0.299
C 3.193 6.109 -4.107
Cl 1.688 5.696 -4.937
Cl 4.586 5.333 -4.874
H 3.326 7.189 -4.139
H 3.129 5.776 -3.073
C -3.326 6.705 0.056
Cl -3.070 6.825 1.801
Cl -2.795 8.173 -0.772
H -2.757 5.860 -0.326
H -4.385 6.553 -0.136
C 2.081 10.365 -3.159
Cl 0.586 9.940 -3.999
Cl 3.483 9.608 -3.926
H 2.205 11.446 -3.183
H 2.018 10.021 -2.130
C -5.874 -0.074 -5.234
Cl -7.186 0.898 -4.553
Cl -4.495 0.941 -5.684
H -5.550 -0.803 -4.491
H -6.238 -0.586 -6.120
C 1.220 10.007 1.135
Cl -0.265 9.577 0.281
Cl 2.631 9.264 0.371
H 1.337 11.089 1.118
H 1.152 9.659 2.163
*
```

Computed properties:
gap between HOMO and LUMO = 5.66 eV
DFT total energy = -15695.19613 hartree

=====

| no. | HOMO energy (eV) |
| --- | --- |
| 1 | -10.48 |
| 2 | -3.51 |
| 3 | -5.43 |
| 4 | -4.35 |